1.
A structure of composition C34H63BaN2O16 in a non-equilibrium geometry. Source: the Open Molecules 2025 dataset; level of theory: wB97M-V/def2-TZVPD.

Each line ends with the Löwdin charge.
Positions of all 116 atoms, in Å:
Ba 4.313 -1.459 4.208  1.786
C -0.155 0.053 0.284  -0.009
C 1.113 -0.286 1.247  -0.834
O 1.972 -1.027 0.812  -0.083
O 1.286 0.307 2.301  -0.103
H 0.328 0.523 -0.573  0.057
H -0.996 0.667 0.608  0.053
H -0.614 -0.845 -0.131  0.047
C -4.250 -1.964 3.664  -0.082
C -5.340 -2.843 3.649  -0.020
C -4.949 -4.229 3.431  0.005
C -3.674 -4.594 3.054  -0.142
C -2.582 -3.647 3.153  0.007
C -2.912 -2.345 3.474  -0.083
N -3.426 -5.947 2.564  -0.346
O -4.383 -6.738 2.477  0.057
O -2.297 -6.295 2.286  0.074
H -4.446 -0.931 3.910  0.102
H -6.352 -2.627 3.958  0.104
H -5.710 -4.993 3.469  0.112
H -1.574 -3.742 2.776  0.110
H -2.172 -1.580 3.657  0.105
C -6.702 -2.948 -2.553  -0.063
C -5.667 -2.696 -1.635  -0.061
C -4.346 -2.998 -1.994  -0.004
C -4.080 -3.521 -3.256  -0.150
C -5.113 -3.848 -4.113  -0.014
C -6.446 -3.610 -3.774  -0.051
N -2.678 -3.877 -3.544  -0.338
O -2.313 -3.796 -4.744  0.042
O -1.933 -4.258 -2.680  0.094
H -7.679 -2.560 -2.303  0.101
H -5.955 -2.317 -0.665  0.101
H -3.604 -2.921 -1.213  0.114
H -4.986 -4.346 -5.063  0.120
H -7.191 -3.743 -4.544  0.107
C 6.353 -0.680 -4.587  -0.101
O 5.254 -0.385 -3.750  -0.192
C 4.055 -1.075 -3.960  -0.190
C 3.544 -1.169 -5.454  -0.169
O 4.087 -2.322 -6.123  -0.196
C 3.402 -3.533 -5.930  -0.128
H 7.229 -0.169 -4.187  0.084
H 6.189 -0.238 -5.570  0.084
H 6.514 -1.755 -4.663  0.092
H 3.269 -0.604 -3.370  0.121
H 4.107 -2.112 -3.628  0.113
H 3.816 -0.257 -5.987  0.117
H 2.460 -1.134 -5.562  0.113
H 2.771 -3.539 -5.041  0.088
H 4.129 -4.343 -5.996  0.085
H 2.749 -3.920 -6.712  0.077
C 2.106 -5.019 4.453  -0.062
O 2.110 -3.819 5.231  -0.264
C 1.293 -3.788 6.371  -0.219
C 1.057 -2.399 6.863  -0.194
O 2.292 -1.785 7.096  -0.222
C 2.850 -2.206 8.321  -0.112
H 3.085 -5.474 4.604  0.090
H 1.987 -4.749 3.404  0.094
H 1.275 -5.696 4.648  0.102
H 1.795 -4.398 7.122  0.125
H 0.400 -4.398 6.239  0.137
H 0.278 -2.376 7.625  0.148
H 0.798 -1.727 6.045  0.138
H 3.172 -3.245 8.401  0.086
H 2.296 -2.026 9.242  0.106
H 3.852 -1.797 8.452  0.087
C 6.494 0.528 1.484  -0.086
O 6.123 0.936 2.794  -0.282
C 5.673 2.267 2.940  -0.196
C 5.608 2.679 4.424  -0.169
O 4.886 1.735 5.256  -0.272
C 4.101 2.408 6.334  -0.046
H 5.667 0.729 0.803  0.103
H 6.785 -0.522 1.469  0.086
H 7.314 1.095 1.042  0.098
H 4.724 2.273 2.404  0.138
H 6.291 3.043 2.488  0.137
H 5.245 3.706 4.440  0.136
H 6.656 2.646 4.720  0.130
H 4.840 3.092 6.752  0.088
H 3.700 1.862 7.188  0.082
H 3.224 2.947 5.976  0.095
C -1.711 0.120 -7.163  -0.114
O -2.199 1.234 -6.460  -0.181
C -2.575 0.972 -5.148  -0.209
C -2.527 2.278 -4.283  -0.162
O -1.269 2.466 -3.653  -0.189
C -0.341 2.960 -4.536  -0.134
H -2.342 -0.749 -6.977  0.088
H -0.680 -0.165 -6.953  0.078
H -1.566 0.166 -8.242  0.087
H -1.926 0.192 -4.751  0.119
H -3.509 0.420 -5.037  0.116
H -3.358 2.394 -3.588  0.121
H -2.644 3.149 -4.929  0.116
H -0.591 3.964 -4.880  0.092
H -0.274 2.252 -5.362  0.084
H 0.625 3.033 -4.036  0.091
C -1.001 5.741 -0.156  -0.156
O -1.754 6.794 0.318  -0.172
C -2.408 7.403 -0.865  -0.160
C -3.031 8.710 -0.514  -0.274
O -4.212 8.832 -1.174  -0.192
C -4.815 10.131 -1.056  -0.076
H -1.783 4.992 -0.282  0.092
H -0.238 5.412 0.550  0.086
H -0.472 5.950 -1.086  0.083
H -3.277 6.764 -1.027  0.125
H -1.991 7.447 -1.871  0.132
H -2.516 9.601 -0.872  0.123
H -3.206 8.764 0.560  0.133
H -5.869 10.157 -1.333  0.093
H -4.165 10.887 -1.495  0.084
H -4.766 10.429 -0.008  0.079

## Properties
strongest force on any atom = 3.88 eV/A
energy above the lowest of the compared OMol25 structures with the same formula, charge and spin = 955.7 kJ/mol
total energy = -72691.4153 eV
HOMO = -0.355 Eh
charge = +1

=====

2.
A cluster of 4 separate species, C34H63BrFN2O9S in total in a non-equilibrium geometry. Source: the Open Molecules 2025 dataset; level of theory: wB97M-V/def2-TZVPD.

Each line ends with the Löwdin charge.
Positions of all 111 atoms, in Å:
C 6.662 0.980 0.607  -0.094
C 5.831 1.248 -0.648  -0.241
C 4.325 1.294 -0.297  -0.161
C 3.410 0.935 -1.501  -0.262
C 2.528 2.160 -1.830  -0.022
C 2.533 -0.326 -1.360  -0.302
C 3.140 -1.478 -0.534  -0.098
C 4.580 -1.866 -0.905  -0.246
C 4.754 -3.387 -0.856  -0.577
Br 6.076 -4.031 -2.136  0.670
C 2.133 -0.735 -2.816  -0.406
N 2.888 -1.805 -3.416  -0.103
C 2.338 -3.162 -3.274  -0.062
C 3.120 -1.542 -4.810  -0.450
C 4.348 -2.189 -5.389  0.024
O 2.363 -0.861 -5.476  0.108
S 0.289 -1.000 -2.849  1.182
C 0.125 -0.371 -1.271  -0.469
C -1.265 -0.236 -0.782  -0.154
C -1.899 1.132 -1.149  -0.158
C -3.161 1.332 -0.303  -0.126
C -4.393 0.667 -0.941  -0.151
O -5.005 -0.266 -0.045  -0.039
C -4.500 -1.534 -0.111  -0.496
C -4.511 -2.282 -1.424  0.023
O -4.091 -2.085 0.909  0.093
N 1.229 -0.067 -0.662  0.037
C 1.190 0.488 0.698  -0.313
C 0.755 -0.507 1.762  0.022
F 0.469 1.648 0.735  0.061
H 6.511 1.817 1.288  0.082
H 6.275 0.113 1.132  0.039
H 7.725 0.899 0.411  0.077
H 6.024 0.526 -1.437  0.094
H 6.111 2.235 -1.014  0.111
H 4.169 0.675 0.584  0.089
H 4.125 2.318 0.006  0.116
H 4.077 0.762 -2.342  0.138
H 1.675 1.907 -2.458  0.082
H 3.142 2.833 -2.423  0.098
H 2.237 2.696 -0.935  0.080
H 3.180 -1.155 0.505  0.104
H 2.476 -2.337 -0.543  0.113
H 4.850 -1.538 -1.901  0.078
H 5.297 -1.430 -0.218  0.098
H 5.121 -3.698 0.113  0.059
H 3.834 -3.907 -1.081  0.035
H 2.217 0.150 -3.433  0.098
H 1.583 -3.392 -4.025  0.100
H 3.151 -3.868 -3.444  0.082
H 1.973 -3.357 -2.276  0.074
H 4.797 -2.850 -4.651  0.034
H 4.080 -2.811 -6.235  0.098
H 5.086 -1.439 -5.648  0.100
H -1.855 -1.003 -1.280  0.106
H -1.376 -0.401 0.283  0.108
H -1.216 1.960 -0.993  0.111
H -2.147 1.128 -2.208  0.104
H -3.310 2.397 -0.154  0.116
H -3.026 0.883 0.678  0.121
H -4.119 0.232 -1.897  0.105
H -5.138 1.425 -1.158  0.129
H -4.239 -1.681 -2.286  0.073
H -3.812 -3.105 -1.345  0.090
H -5.497 -2.689 -1.629  0.101
H 2.219 0.752 0.915  0.133
H -0.253 -0.290 2.107  0.090
H 0.736 -1.523 1.381  0.095
H 1.416 -0.471 2.620  0.084
O -6.736 0.938 6.251  0.108
C -6.967 0.154 5.376  -0.532
O -5.974 -0.188 4.532  -0.001
C -6.092 -1.224 3.552  -0.227
C -6.743 -0.725 2.280  -0.064
C -8.357 -0.398 5.154  0.011
H -6.601 -2.095 3.969  0.116
H -5.071 -1.532 3.337  0.110
H -7.765 -0.385 2.458  0.075
H -6.770 -1.515 1.532  0.077
H -6.189 0.117 1.886  0.070
H -8.939 0.335 4.599  0.096
H -8.818 -0.552 6.126  0.091
H -8.383 -1.348 4.627  0.067
O -3.462 2.817 -3.886  0.088
C -3.847 3.937 -3.681  -0.531
O -2.990 4.826 -3.156  -0.002
C -3.291 6.221 -3.016  -0.228
C -4.073 6.507 -1.751  -0.061
C -5.282 4.335 -3.930  0.018
H -3.790 6.597 -3.909  0.116
H -2.323 6.715 -2.968  0.124
H -5.042 6.007 -1.753  0.068
H -4.241 7.578 -1.641  0.086
H -3.525 6.147 -0.880  0.082
H -5.887 4.013 -3.082  0.095
H -5.627 3.822 -4.824  0.095
H -5.430 5.400 -4.088  0.072
O 4.985 -1.115 2.878  0.088
C 4.634 -1.719 3.859  -0.523
O 3.350 -2.097 3.933  -0.018
C 2.819 -2.963 4.949  -0.225
C 2.473 -2.206 6.213  -0.058
C 5.569 -1.987 5.009  0.024
H 3.498 -3.796 5.134  0.118
H 1.915 -3.386 4.515  0.122
H 3.354 -1.747 6.662  0.071
H 2.024 -2.875 6.946  0.088
H 1.768 -1.404 5.993  0.084
H 5.623 -1.093 5.630  0.103
H 6.556 -2.196 4.604  0.096
H 5.284 -2.835 5.627  0.074

## Properties
strongest force on any atom = 2.24 eV/A
total energy = -141277.4481 eV
HOMO = -0.416 Eh
charge = +1

=====

3.
A structure of composition C34H63Cl3CsF3N7O14PS in a non-equilibrium geometry. Source: the Open Molecules 2025 dataset; level of theory: wB97M-V/def2-TZVPD.

Each line ends with the Löwdin charge.
Positions of all 127 atoms, in Å:
C 3.538 2.497 2.049  -0.115
C 3.005 2.166 0.577  -0.226
C 3.944 1.041 0.007  -0.213
C 4.070 1.017 -1.548  -0.210
N 2.827 0.706 -2.296  0.025
C 1.913 -0.130 -1.613  -0.255
N 0.684 0.363 -1.339  0.175
C -0.153 -0.535 -0.702  -0.170
C -1.549 -0.075 -0.393  -0.097
P -2.135 1.638 -0.898  0.596
N -1.738 2.610 0.284  -0.169
O -3.745 1.684 -1.251  -0.152
O -1.329 2.189 -2.252  -0.196
C -2.468 -0.981 0.292  -0.061
C -3.936 -0.737 0.666  -0.119
C -4.186 0.419 1.723  -0.162
O -5.615 0.522 1.916  -0.338
C -6.018 1.825 1.379  -0.473
O -6.269 1.949 0.200  0.067
C -6.170 3.147 2.304  -0.274
C -5.201 4.254 1.649  -0.121
C -1.990 -2.334 0.706  -0.172
O -2.849 -3.176 1.395  -0.143
C -2.627 -3.013 2.832  -0.173
C -3.988 -2.783 3.582  -0.182
C -3.700 -2.140 5.006  -0.259
C -4.687 -0.942 5.328  -0.142
C -0.658 -2.751 0.393  -0.070
C -0.181 -4.176 0.843  -0.095
C 0.776 -3.934 2.099  -0.188
F 2.135 -4.082 1.777  -0.082
C 0.314 -1.876 -0.341  -0.139
N 1.561 -2.416 -0.605  0.216
C 2.288 -1.505 -1.250  -0.205
F 3.573 -1.908 -1.621  0.017
H 4.385 3.221 2.041  0.078
H 2.710 2.748 2.761  0.051
H 3.976 1.527 2.423  0.070
H 3.133 3.112 -0.001  0.106
H 1.946 1.851 0.717  0.100
H 3.642 0.077 0.481  0.112
H 4.974 1.263 0.404  0.115
H 4.924 0.338 -1.854  0.101
H 4.372 2.056 -1.858  0.122
H 2.385 1.527 -2.696  0.125
H -2.616 3.044 0.592  -0.042
H -3.890 1.128 -2.042  0.086
H -1.093 1.439 -2.825  0.020
H -4.575 -0.493 -0.225  0.128
H -4.375 -1.719 1.081  0.064
H -3.776 1.398 1.385  0.086
H -3.753 0.069 2.699  0.124
H -7.229 3.496 2.314  0.099
H -5.796 2.954 3.321  -0.009
H -5.111 4.152 0.538  0.058
H -4.181 4.063 2.088  0.055
H -5.584 5.253 1.965  0.056
H -2.143 -3.929 3.289  0.120
H -1.948 -2.155 3.068  0.132
H -4.644 -2.136 2.943  0.074
H -4.557 -3.732 3.767  0.100
H -3.779 -2.991 5.754  0.031
H -2.649 -1.761 5.075  0.087
H -5.170 -1.150 6.315  0.048
H -5.443 -0.748 4.533  -0.028
H -4.051 -0.021 5.406  0.067
H -1.028 -4.824 1.147  0.094
H 0.481 -4.646 0.069  0.112
H 0.463 -4.554 2.980  0.112
H 0.649 -2.871 2.437  0.122
F -5.838 -2.524 1.450  -0.604
C -2.657 -3.467 8.870  -1.012
Cl -1.741 -4.127 7.510  0.495
Cl -4.364 -3.278 8.461  0.541
H -2.569 -4.146 9.713  0.021
H -2.250 -2.495 9.134  0.029
O -2.299 -0.911 -7.897  0.129
C -1.820 -0.993 -6.804  -0.480
O -2.523 -1.342 -5.692  0.040
C -1.676 -1.241 -4.538  -0.155
C -0.267 -1.335 -5.067  -0.169
C -0.385 -0.690 -6.434  -0.076
H -1.866 -0.283 -4.046  0.112
H -1.907 -2.047 -3.843  0.132
H 0.467 -0.856 -4.418  0.103
H 0.017 -2.385 -5.181  0.119
H -0.250 0.392 -6.387  0.136
H 0.306 -1.134 -7.148  0.119
C 4.337 -4.524 -5.035  -0.193
C 4.758 -4.336 -6.495  -0.197
C 4.521 -2.867 -6.853  -0.196
S 4.675 -1.951 -5.321  0.727
O 3.404 -1.380 -4.996  -0.260
O 5.908 -1.145 -5.363  -1.277
C 4.958 -3.360 -4.269  -0.201
H 4.669 -5.483 -4.639  0.129
H 3.248 -4.484 -4.957  0.131
H 5.820 -4.576 -6.601  0.121
H 4.206 -4.996 -7.164  0.127
H 5.256 -2.503 -7.571  0.109
H 3.515 -2.704 -7.238  0.118
H 4.499 -3.191 -3.294  0.103
H 6.038 -3.491 -4.158  0.115
C 0.364 5.957 2.869  0.061
N 1.737 5.689 3.379  -0.423
O 2.520 6.621 3.415  0.046
O 1.976 4.553 3.723  0.060
H 0.291 7.006 2.600  0.087
H 0.206 5.322 2.000  0.104
H -0.335 5.714 3.666  0.107
C 3.839 10.019 1.617  -0.692
O 4.974 9.825 2.019  0.022
N 3.475 11.170 0.978  0.139
N 2.839 9.108 1.771  0.153
H 2.549 11.352 0.640  0.088
H 4.187 11.866 0.847  0.099
H 3.067 8.245 2.238  0.062
H 1.901 9.251 1.446  0.090
Cs 7.684 -0.674 -5.436  1.568
Cl -6.749 1.086 3.778  0.060
O 11.709 -3.340 -4.277  -0.063
H 12.070 -3.870 -3.558  0.039
H 11.852 -3.882 -5.061  0.033
O -4.719 -5.596 1.833  0.320
H -4.170 -6.343 2.140  0.184
H -5.383 -5.882 1.173  0.194
H -4.164 -4.856 1.485  0.151

## Properties
strongest force on any atom = 19.11 eV/A
total energy = -141750.3652 eV
HOMO = -0.138 Eh
charge = 0

=====

4.
A cluster of 3 separate species, C34H63N2O9 in total in a non-equilibrium geometry. Source: the Open Molecules 2025 dataset; level of theory: wB97M-V/def2-TZVPD.

Each line ends with the Löwdin charge.
Positions of all 108 atoms, in Å:
C -5.035 5.311 2.585  -0.107
C -4.043 5.199 1.407  -0.248
C -4.391 4.063 0.426  -0.218
C -4.239 4.534 -1.015  -0.203
C -4.622 3.506 -2.097  -0.202
C -4.450 2.013 -1.747  -0.201
C -5.755 1.390 -1.206  -0.178
C -5.578 0.814 0.233  -0.205
C -5.910 -0.683 0.356  -0.213
C -4.666 -1.577 0.415  -0.214
C -3.785 -1.421 1.673  -0.201
C -2.295 -1.313 1.302  -0.208
C -1.652 -2.689 1.037  -0.192
C -1.849 -3.229 -0.378  -0.206
C -0.817 -2.772 -1.422  -0.205
C 0.590 -3.290 -1.140  -0.202
C 1.668 -2.654 -2.035  -0.180
C 3.082 -2.681 -1.409  -0.197
C 3.928 -1.513 -1.940  -0.185
C 3.963 -0.205 -1.162  -0.162
C 2.666 0.597 -0.951  -0.331
C 2.234 1.106 -2.364  -0.057
C 0.835 1.482 -2.893  -0.406
C 0.594 2.996 -2.988  -0.066
O -0.286 0.839 -2.313  -0.054
N 3.141 1.722 -0.133  -0.036
N 2.205 2.798 -0.136  0.073
C 1.468 2.744 0.906  -0.388
C 1.957 2.362 2.258  -0.032
C 0.023 3.114 0.749  -0.036
C 1.763 -0.177 0.081  -0.633
O 0.524 -0.075 0.124  -0.005
O 2.438 -0.789 0.945  -0.068
H -5.767 6.087 2.379  0.063
H -5.496 4.351 2.799  0.063
H -4.480 5.619 3.468  0.060
H -4.040 6.134 0.848  0.094
H -3.054 5.089 1.840  0.095
H -5.413 3.748 0.637  0.101
H -3.755 3.207 0.624  0.100
H -3.215 4.881 -1.146  0.110
H -4.892 5.397 -1.154  0.105
H -3.974 3.688 -2.956  0.096
H -5.638 3.679 -2.445  0.099
H -3.612 1.825 -1.081  0.096
H -4.215 1.512 -2.687  0.101
H -6.513 2.166 -1.144  0.095
H -6.117 0.570 -1.819  0.095
H -4.565 1.011 0.571  0.083
H -6.225 1.374 0.910  0.096
H -6.557 -0.850 1.217  0.101
H -6.483 -1.002 -0.516  0.094
H -5.009 -2.609 0.342  0.106
H -4.042 -1.322 -0.439  0.100
H -3.940 -2.209 2.407  0.101
H -4.062 -0.474 2.143  0.095
H -1.769 -0.893 2.160  0.104
H -2.127 -0.612 0.488  0.101
H -2.130 -3.383 1.737  0.099
H -0.609 -2.625 1.331  0.097
H -1.758 -4.320 -0.340  0.103
H -2.849 -3.005 -0.741  0.081
H -0.855 -1.692 -1.531  0.090
H -1.127 -3.219 -2.374  0.107
H 0.888 -3.120 -0.110  0.098
H 0.588 -4.362 -1.348  0.101
H 1.354 -1.629 -2.233  0.094
H 1.717 -3.140 -3.012  0.110
H 3.062 -2.791 -0.332  0.101
H 3.537 -3.584 -1.805  0.070
H 4.966 -1.864 -1.982  0.100
H 3.666 -1.384 -2.991  0.098
H 4.584 0.480 -1.763  0.111
H 4.493 -0.289 -0.222  0.105
H 2.639 0.409 -3.095  0.091
H 2.833 2.000 -2.540  0.112
H 0.814 1.180 -3.950  0.119
H 1.001 3.543 -2.141  0.049
H -0.467 3.227 -3.109  0.065
H 1.085 3.358 -3.892  0.070
H -1.085 1.332 -2.503  0.063
H 4.081 2.003 -0.382  0.109
H 1.595 1.345 2.444  0.086
H 1.513 3.020 3.002  0.080
H 3.037 2.354 2.281  0.060
H -0.313 2.617 -0.156  0.059
H -0.061 4.188 0.587  0.076
H -0.540 2.801 1.622  0.075
C 5.810 -7.415 -0.235  -0.131
C 6.161 -5.951 -0.058  -0.122
O 5.095 -5.297 -0.741  0.053
C 4.026 -6.133 -0.769  -0.550
O 2.936 -5.831 -1.111  0.185
O 4.388 -7.378 -0.340  0.054
H 6.117 -8.033 0.606  0.128
H 6.222 -7.835 -1.155  0.129
H 6.151 -5.642 0.989  0.133
H 7.119 -5.686 -0.497  0.130
C 4.238 -0.069 3.461  -0.112
C 5.243 -0.919 4.207  -0.119
O 6.459 -0.181 4.037  0.048
C 6.132 1.115 3.799  -0.581
O 6.916 2.009 3.781  0.145
O 4.807 1.247 3.590  0.048
H 3.243 -0.105 3.895  0.132
H 4.166 -0.323 2.401  0.112
H 5.024 -0.991 5.275  0.125
H 5.339 -1.920 3.795  0.128

## Properties
strongest force on any atom = 1.79 eV/A
total energy = -57687.0789 eV
HOMO = -0.163 Eh
charge = -1